1.
Computed, not measured: a cluster of 2 separate species, C4H13N2OS in total at a distorted geometry, with the ωB97M-V functional and the def2-TZVPD basis.

## Properties
Frontier orbital gap ... 6.3 eV
Total charge ... -1
HOMO ... -2.6667 eV

Geometry (Å):
C  -0.13314  -0.93793  1.35388
C  -1.04765  -0.12815  0.37348
C  -0.59015  1.32717  0.22571
S  -0.35983  2.02374  2.03385
N  -1.13071  -0.98588  -0.83069
C  -0.18582  -0.84864  -1.90120
N  -0.12850  -2.14164  -2.61800
H  -0.29301  -0.88644  2.47849
H  0.79753  -0.37232  1.25201
H  0.02804  -2.09314  1.04287
H  -2.10093  0.00037  0.90911
H  0.30981  1.43799  -0.29675
H  -1.43794  1.87749  -0.23907
H  -2.07266  -0.71752  -1.20405
H  -0.40862  -0.19950  -2.73368
H  0.82034  -0.63051  -1.33598
H  -1.10822  -2.61049  -2.60119
H  0.58508  -2.66421  -2.19088
H  2.48198  0.56960  -0.52505
H  3.03551  -0.66106  0.18761
O  3.20942  -0.00152  -0.43192

The net atomic charges from Löwdin, expressed in e, are:
1. C -0.1698
2. C -0.5262
3. C -0.6335
4. S 0.0522
5. N -0.0918
6. C -0.3368
7. N -0.0367
8. H 0.0522
9. H 0.0030
10. H 0.0991
11. H 0.1409
12. H -0.0077
13. H 0.0433
14. H 0.1114
15. H 0.0908
16. H 0.1286
17. H 0.0985
18. H 0.0139
19. H -0.0104
20. H -0.0026
21. O -0.0185



2.
Computed, not measured: a structure of composition C22H11Cl8N4O3ReS, with the ωB97M-V functional and the def2-TZVPD basis.

## Properties
Frontier orbital gap (spin up / spin down) ... 7.1 / 6.0 eV
Total charge ... +1
Spin multiplicity ... 2
HOMO (spin up / spin down) ... -11.5171 / -11.6294 eV

Geometry (Å):
Re  -0.19994  -0.06792  1.26410
N  -2.43932  3.74838  0.94739
C  -1.54866  2.75265  1.00830
S  -2.09554  1.22513  1.67539
N  -0.33236  2.93798  0.60735
N  0.45858  1.84154  0.79727
C  1.73404  1.99969  0.57806
C  2.31196  3.22833  0.01261
C  3.27534  3.94379  0.71922
C  3.83091  5.08487  0.16150
C  3.44395  5.49380  -1.10649
C  2.49062  4.77303  -1.81529
C  1.91254  3.64765  -1.25509
C  2.58193  0.86848  0.96238
C  3.94108  0.81441  0.72728
C  4.65239  -0.29641  1.16461
C  3.98816  -1.31117  1.82656
C  2.61980  -1.20376  2.00706
N  1.93260  -0.14262  1.58607
H  -3.40655  3.59491  1.16849
H  -2.15273  4.64182  0.58331
H  3.57530  3.62261  1.70967
H  4.56641  5.65183  0.71570
H  3.88643  6.37821  -1.54495
H  2.19410  5.09251  -2.80514
H  1.16395  3.08294  -1.79572
H  4.42503  1.62246  0.19946
H  5.71635  -0.36427  0.98311
H  4.50488  -2.18987  2.18297
H  2.05765  -1.99453  2.48163
O  -0.57726  -0.16987  4.36574
C  -0.46588  -0.10164  3.24246
Cl  -0.52831  -2.63386  1.89533
C  -1.68242  -2.41651  0.59039
C  -1.72762  -1.10418  0.20486
C  -2.49031  -0.80805  -0.91713
Cl  -2.49984  0.79099  -1.56004
C  -3.20862  -1.81879  -1.55928
Cl  -4.15046  -1.44880  -2.94129
C  -3.15331  -3.14239  -1.09946
Cl  -4.03788  -4.37530  -1.88885
C  -2.35594  -3.46467  -0.00422
Cl  -2.18583  -5.05750  0.58607
Cl  2.55365  -2.58388  -3.09521
C  1.53863  -1.25012  -2.59471
Cl  0.01848  -1.25910  -3.50685
Cl  2.39974  0.28707  -2.86301
C  1.17611  -1.35544  -1.08740
O  1.48496  -2.31765  -0.42478
O  0.52968  -0.31267  -0.68099

The net atomic charges from Löwdin, expressed in e, are:
1. Re 1.1942
2. N 0.1241
3. C -0.7561
4. S 0.8278
5. N 0.0609
6. N -0.1048
7. C -0.1394
8. C -0.1946
9. C -0.0327
10. C -0.0576
11. C -0.0570
12. C -0.0510
13. C -0.0304
14. C -0.1903
15. C 0.0355
16. C 0.0079
17. C -0.0002
18. C -0.0936
19. N -0.0260
20. H 0.1047
21. H 0.1233
22. H 0.1247
23. H 0.1126
24. H 0.1130
25. H 0.1139
26. H 0.1130
27. H 0.1303
28. H 0.1289
29. H 0.1269
30. H 0.0995
31. O 0.1703
32. C -0.3709
33. Cl 0.8280
34. C -0.6253
35. C -0.4061
36. C -0.7045
37. Cl 0.7217
38. C -0.6955
39. Cl 0.7269
40. C -0.6888
41. Cl 0.7353
42. C -0.6982
43. Cl 0.7516
44. Cl 0.6608
45. C -1.4968
46. Cl 0.6545
47. Cl 0.6317
48. C -0.7735
49. O 0.0253
50. O -0.2539



3.
Computed, not measured: a cluster of 2 separate species, C33H28F4NO in total at a distorted geometry, with the ωB97M-V functional and the def2-TZVPD basis.

## Properties
Frontier orbital gap ... 4.1 eV
Total charge ... +1
HOMO ... -9.8712 eV

Geometry (Å):
F  4.60765  -4.46525  3.03578
C  4.29492  -3.12469  2.98518
C  4.91970  -2.26857  3.89766
C  4.58131  -0.91293  3.81819
F  5.15356  -0.03952  4.71707
C  3.69356  -0.41008  2.88562
C  3.09258  -1.29697  1.94773
C  2.25948  -0.77223  0.92328
C  1.48854  -1.54505  0.06543
C  1.06023  -1.09783  -1.18134
C  0.79551  -2.01012  -2.25658
C  1.03873  -1.58815  -3.58782
C  0.78455  -2.46004  -4.62875
F  0.97026  -2.02203  -5.91961
C  0.31851  -3.76140  -4.43000
C  0.11058  -4.16003  -3.10804
F  -0.38833  -5.42173  -2.87081
C  0.35375  -3.33305  -2.01712
C  3.38737  -2.68808  2.03286
H  5.61751  -2.63627  4.64109
H  3.44299  0.64960  2.84439
H  2.29833  0.30620  0.77345
H  1.25544  -2.57354  0.35896
H  1.30767  -0.08536  -1.50081
H  1.38569  -0.57171  -3.77434
H  0.12056  -4.42723  -5.26260
H  0.17600  -3.67740  -0.99739
H  2.93016  -3.39296  1.33915
C  -1.59344  1.14317  -4.62915
C  -1.25249  2.15441  -3.72480
C  -1.24542  1.89953  -2.35561
C  -1.46348  0.58558  -1.87138
C  -1.28343  0.18612  -0.50023
C  -1.35561  1.10488  0.56550
N  -2.31428  0.97378  1.55269
C  -3.45027  0.07602  1.29182
C  -4.56298  0.36774  2.29449
O  -4.07392  0.28098  3.63739
C  -3.05663  1.25403  3.89161
C  -1.87119  1.11686  2.94558
C  -0.44953  2.26616  0.64193
C  0.82845  2.20304  0.06544
C  1.70482  3.27979  0.12122
C  1.27139  4.49766  0.65971
C  -0.02060  4.60209  1.18960
C  -0.86786  3.49487  1.20478
C  -1.91402  -0.39179  -2.79327
C  -1.95906  -0.12227  -4.15003
H  -1.60953  1.34849  -5.69856
H  -1.01427  3.15890  -4.07779
H  -1.05992  2.70523  -1.64635
H  -1.45921  -0.86652  -0.26724
H  -3.82274  0.24907  0.27283
H  -3.14528  -0.98366  1.38303
H  -4.98844  1.36945  2.07531
H  -5.34927  -0.40013  2.24030
H  -3.46581  2.28107  3.81583
H  -2.73989  1.05168  4.92491
H  -1.27822  0.23266  3.25326
H  -1.24580  2.00607  3.04481
H  1.11307  1.28256  -0.43441
H  2.71765  3.16896  -0.26767
H  1.93595  5.36350  0.65838
H  -0.37533  5.54955  1.59036
H  -1.87653  3.57763  1.61357
H  -2.19214  -1.37555  -2.40529
H  -2.27152  -0.90515  -4.84321

The net atomic charges from Löwdin, expressed in e, are:
1. F 0.0589
2. C -0.2116
3. C 0.1091
4. C -0.2146
5. F 0.0578
6. C 0.0633
7. C -0.1951
8. C 0.0386
9. C -0.0507
10. C 0.0131
11. C -0.2037
12. C 0.0659
13. C -0.2147
14. F 0.0638
15. C 0.1151
16. C -0.2052
17. F 0.0596
18. C 0.0668
19. C 0.0662
20. H 0.1445
21. H 0.1352
22. H 0.1061
23. H 0.1135
24. H 0.1152
25. H 0.1457
26. H 0.1468
27. H 0.1306
28. H 0.1271
29. C -0.0832
30. C -0.0704
31. C -0.0229
32. C -0.2381
33. C -0.0414
34. C -0.1533
35. N -0.0360
36. C -0.1177
37. C -0.1706
38. O -0.1293
39. C -0.1744
40. C -0.1196
41. C -0.1756
42. C -0.0578
43. C -0.0529
44. C -0.0511
45. C -0.0496
46. C -0.0221
47. C -0.0593
48. C -0.0905
49. H 0.1062
50. H 0.1102
51. H 0.1058
52. H 0.1121
53. H 0.1412
54. H 0.1345
55. H 0.1355
56. H 0.1369
57. H 0.1321
58. H 0.1365
59. H 0.1412
60. H 0.1128
61. H 0.0663
62. H 0.1143
63. H 0.1151
64. H 0.1145
65. H 0.1244
66. H 0.1167
67. H 0.1123



4.
Computed, not measured: a cluster of 2 separate species, C2H5N3 in total at a distorted geometry, with the ωB97M-V functional and the def2-TZVPD basis.

## Properties
Frontier orbital gap (spin up / spin down) ... 8.0 / 6.7 eV
Spin multiplicity ... 3
HOMO (spin up / spin down) ... -7.2762 / -10.4768 eV

Geometry (Å):
C  0.38110  -2.09125  0.60579
C  -0.05252  -0.80244  0.35725
N  0.67609  -3.14211  0.85715
N  -0.20359  2.07591  -0.37416
N  -0.52573  -0.61949  -0.77877
H  0.18381  0.08392  0.91534
H  -0.57453  2.29667  0.57084
H  0.09409  1.08861  -0.68867
H  0.68190  2.63665  -0.05823
H  -0.66062  -1.52647  -1.40654

The net atomic charges from Löwdin, expressed in e, are:
1. C -0.2886
2. C -0.3272
3. N 0.1536
4. N -0.0455
5. N 0.1535
6. H 0.0931
7. H 0.0168
8. H -0.0072
9. H 0.0586
10. H 0.1930



5.
Computed, not measured: a structure of composition C4H3NO2 at a distorted geometry, with the ωB97M-V functional and the def2-TZVPD basis.

## Properties
Frontier orbital gap ... 9.8 eV
HOMO ... -9.0960 eV

Geometry (Å):
C  1.49581  -0.66950  0.01795
C  -0.00802  0.67276  -0.09433
C  -1.30694  1.02319  0.06095
C  -0.09516  -0.68709  -0.16341
H  1.83841  -0.79124  1.13138
H  2.05926  -1.09322  -0.79066
H  -2.00686  1.94139  0.03173
N  -1.24776  -1.23723  -0.00697
O  1.31415  0.90006  -0.10184
O  -2.04291  -0.05913  -0.08481

The net atomic charges from Löwdin, expressed in e, are:
1. C 0.0873
2. C -0.3279
3. C -0.0622
4. C -0.2283
5. H 0.1607
6. H 0.1008
7. H 0.1660
8. N 0.1575
9. O 0.0018
10. O -0.0559



6.
Computed, not measured: a structure of composition C12H10BrF3O2Os at a distorted geometry, with the ωB97M-V functional and the def2-TZVPD basis.

## Properties
Frontier orbital gap (spin up / spin down) ... 6.5 / 6.6 eV
Spin multiplicity ... 5
HOMO (spin up / spin down) ... -7.3184 / -8.6806 eV

Geometry (Å):
C  -1.81548  -0.24230  -0.95838
C  -1.65481  -0.92785  0.30902
C  -1.53206  0.09905  1.30924
H  -1.63106  -2.01578  0.48242
C  -1.58600  1.38393  0.65669
C  -1.73626  1.18625  -0.73527
H  -1.87177  2.00619  -1.49363
H  -1.89314  -0.85781  -1.85348
H  -1.67235  -0.16279  2.37405
H  -1.52231  2.35645  1.14826
Os  0.09269  -0.07514  -0.29479
Br  0.73110  -2.60499  -0.39265
C  1.55936  0.76246  -1.62281
C  0.54999  1.61385  -2.21263
C  -0.35305  0.81836  -2.95591
H  0.51060  2.70939  -2.15314
C  0.12528  -0.51159  -2.96944
C  1.37163  -0.55718  -2.29064
H  2.21423  -1.23427  -2.52395
H  2.53718  1.11211  -1.26407
H  -1.25201  1.17522  -3.48068
H  -0.41506  -1.35281  -3.41836
F  1.91935  -0.00094  4.98555
C  1.47738  -0.89703  4.06606
F  2.48400  -1.83289  4.04705
F  0.33925  -1.50170  4.56655
C  1.12543  -0.21822  2.57225
O  1.42617  0.90178  2.10223
O  0.47170  -1.13176  2.00046

The net atomic charges from Löwdin, expressed in e, are:
1. C -0.2811
2. C -0.3266
3. C -0.1536
4. H 0.0781
5. C -0.0940
6. C -0.1770
7. H 0.1341
8. H 0.1100
9. H 0.1459
10. H 0.1275
11. Os 1.4364
12. Br 0.3141
13. C -0.3006
14. C -0.1334
15. C -0.1696
16. H 0.1271
17. C -0.1792
18. C -0.2731
19. H 0.1109
20. H 0.1178
21. H 0.1291
22. H 0.1219
23. F 0.1065
24. C -0.4265
25. F 0.1066
26. F 0.0957
27. C -0.5348
28. O -0.0023
29. O -0.2097



| no. | M (g/mol) |
| --- | --- |
| 1 | 137.23 |
| 2 | 881.25 |
| 3 | 530.59 |
| 4 | 71.08 |
| 5 | 97.07 |
| 6 | 513.34 |